The following is a quantum chemistry calculation of an isolated ion of composition C11H23N2 and charge +1, from the Open Molecules 2025 dataset.

Geometry (Å):
C (-1.02587, -2.64608, -0.44889)
C (-1.99747, -1.74701, -0.51165)
N (-2.78220, -1.34494, 0.55273)
C (-3.38276, -0.05177, 0.60710)
C (-2.49925, 1.07865, 1.20347)
N (-1.72217, 1.86111, 0.19049)
C (-0.59940, 1.16326, -0.51733)
C (-0.74816, 1.22951, -1.99792)
C (0.36395, 0.59900, 0.19539)
C (1.49407, -0.21664, -0.32365)
C (2.71610, -0.20672, 0.60559)
C (3.63617, -1.37434, 0.26851)
C (3.46277, 1.11802, 0.48569)
H (-0.53162, -2.98775, -1.33859)
H (-0.73911, -3.11019, 0.47809)
H (-2.29472, -1.31157, -1.45591)
H (-2.54691, -1.76327, 1.44010)
H (-4.27547, -0.11859, 1.23719)
H (-3.71057, 0.22454, -0.39956)
H (-1.79869, 0.64506, 1.91810)
H (-3.13918, 1.78752, 1.73143)
H (-1.34549, 2.69404, 0.65927)
H (-2.37501, 2.18483, -0.53431)
H (0.08922, 0.74092, -2.48290)
H (-0.77949, 2.26597, -2.33829)
H (-1.65779, 0.73076, -2.32974)
H (0.33181, 0.67160, 1.27561)
H (1.79573, 0.10646, -1.31950)
H (1.12033, -1.24306, -0.41040)
H (2.37400, -0.32707, 1.63894)
H (3.12484, -2.32281, 0.41090)
H (4.51226, -1.35843, 0.91025)
H (3.96942, -1.31557, -0.76424)
H (2.80138, 1.96017, 0.67709)
H (3.87868, 1.22733, -0.51234)
H (4.28060, 1.15703, 1.19928)

The HOMO energy is -11.463 eV. The value obtained for the energy above the lowest of the compared OMol25 structures with the same formula, charge and spin is 1.7856 eV. The molar mass is 183.3 g mol⁻¹. Its LUMO energy is -3.09 eV. The structure (SMILES) is C=CNCC[NH2+]/C(C)=C/CC(C)C. Its total energy is -14752.9527 eV. The HOMO-LUMO gap comes out at 0.30768 Eh. Its charge is +1.

Table of Löwdin atomic charges, one value per atom, all in e: 0.00, -0.25, -0.04, -0.18, -0.09, 0.09, -0.27, -0.01, -0.03, -0.16, -0.44, -0.07, -0.07, 0.06, 0.06, 0.11, 0.14, 0.13, 0.13, 0.13, 0.13, 0.19, 0.18, 0.09, 0.10, 0.08, 0.13, 0.13, 0.10, 0.13, 0.08, 0.08, 0.09, 0.07, 0.09, 0.08